Below is a 16-piece molecular cluster, C5H38O16 overall in a non-equilibrium geometry, with properties calculated with ωB97M-V with the def2-TZVPD basis set.

ΔE to the lowest compared entry with this formula, charge and spin = 94.1 kcal per mole
HOMO = -9.779 eV
Spin multiplicity = 1
Max |F| = 8.432 eV Å⁻¹
Molecular weight = 354.34 g mol⁻¹
Orbital gap = 9.674 eV

Positions of all 59 atoms, in Å:
O: 0.569 -1.180 0.808
C: 0.549 0.031 0.703
C: -0.502 0.813 0.048
C: 0.047 2.246 -0.223
C: -0.783 3.029 -1.121
C: -2.062 2.852 -1.453
H: 1.392 0.520 1.094
H: -0.872 0.417 -0.882
H: -1.450 0.917 0.598
H: 0.111 2.803 0.754
H: 1.090 2.289 -0.492
H: -0.207 3.833 -1.487
H: -2.655 3.460 -2.167
H: -2.825 2.038 -0.788
H: 2.104 -2.008 2.220
H: 2.888 -2.640 3.452
O: 2.975 -2.455 2.491
H: -3.831 -2.215 2.052
H: -3.918 -0.747 1.746
O: -3.806 -1.361 2.532
H: 3.725 3.278 -0.469
H: 3.840 2.381 0.725
O: 3.690 3.238 0.537
H: 1.568 3.987 2.895
H: 2.262 3.624 1.599
O: 1.514 3.447 2.182
H: 2.019 1.998 -2.957
H: 3.449 2.078 -2.139
O: 2.454 2.218 -2.083
H: 2.308 -0.975 -3.999
H: 2.556 0.312 -3.232
O: 2.799 -0.698 -3.267
H: -3.725 -0.644 -2.047
H: -2.253 -0.859 -1.965
O: -3.034 -0.950 -1.373
H: 1.407 -0.907 3.977
H: 0.219 -0.313 3.349
O: 1.200 -0.419 3.310
H: 0.239 0.311 -3.616
H: 0.052 1.778 -3.563
O: 0.658 1.152 -3.777
H: -2.697 1.665 2.408
H: -3.030 2.906 1.783
O: -3.438 2.145 2.147
H: -0.797 -1.664 -2.968
H: -0.417 -0.869 -1.771
O: -0.810 -0.747 -2.699
H: -0.526 -4.956 -0.662
H: 0.349 -4.415 -1.643
O: -0.559 -4.789 -1.605
H: -2.269 -2.590 0.718
H: -3.523 -2.843 0.002
O: -3.092 -3.269 0.692
H: 3.665 -3.434 -0.970
H: 3.148 -2.716 -2.366
O: 3.058 -3.377 -1.721
H: -2.478 0.329 4.160
H: -2.490 -0.815 3.171
O: -1.919 -0.346 3.796